(1)
22
Properties=species:S:1:pos:R:3:forces:R:3 method="wB97M-V/def2-TZVPD" max_force_ev_per_a=4.37 de_lowest_ev=3.521 smiles=Cc1cccccc[nH+]cn1 charge=+1 e_tot_ev=-12481.889 gap_ev=8.17 spin_multiplicity=1
C 1.346746 -2.260278 -0.715858 0.6 2.5 -0.4
C 0.358666 -1.125440 -0.651873 -0.9 0.0 -0.2
C 0.249556 -0.101161 -1.678488 0.9 -0.3 -2.3
C -0.515905 0.986971 -1.869049 -1.1 -1.1 3.4
C -1.458190 1.575720 -0.897386 1.2 0.9 1.3
C -0.954314 1.868176 0.366003 -3.7 -0.4 -2.4
C 0.405535 1.625356 0.737519 1.9 1.3 -0.6
C 0.749939 0.714690 1.635467 2.5 0.4 -0.9
N -0.216894 -0.107760 2.167990 -1.1 -1.2 -0.9
C -0.914933 -0.979264 1.445348 -1.0 0.1 -0.9
N -0.554066 -1.171713 0.232675 -0.7 -0.7 1.3
H 2.037591 -2.236121 0.108248 0.6 0.5 0.3
H 1.842216 -2.252253 -1.661879 0.6 0.0 -0.4
H 0.876724 -3.155525 -0.585028 -1.7 -2.4 0.2
H 0.775012 -0.339062 -2.604229 0.5 -0.2 0.4
H -0.470616 1.477353 -2.763349 0.2 1.0 -2.5
H -2.439841 1.901724 -1.354205 1.0 -0.4 1.2
H -1.645907 2.245425 1.125740 0.2 0.2 -0.3
H 1.102626 2.331175 0.166113 -0.4 -1.5 1.2
H 1.775348 0.375163 1.855746 -0.3 0.9 0.0
H -0.450477 -0.014956 3.087977 -0.7 0.3 2.9
H -1.898817 -1.358221 1.852517 1.4 0.1 -0.5



(2)
7
Properties=species:S:1:pos:R:3:forces:R:3 method="wB97M-V/def2-TZVPD" max_force_ev_per_a=2.14 de_lowest_ev=2.485 charge=+1 e_tot_ev=-29609.841 gap_ev=7.86 spin_multiplicity=1
O 3.088327 -0.388200 -0.693823 1.0 -0.3 0.3
O -1.829002 0.270214 1.315301 -0.3 -0.1 0.3
P 1.757498 -0.109028 -1.141901 -1.9 0.6 -0.9
I 0.299900 1.348066 0.027294 1.1 -0.9 -1.0
I 0.866511 -1.261006 -3.072662 0.4 0.7 1.1
H -2.519775 0.719701 1.816756 -0.1 -0.2 0.1
H -1.663459 -0.579746 1.749035 -0.2 0.3 0.1



Question: Which value of charge does entry 2 give?
Answer: +1